An isolated ion of composition C6H11N5 and charge +2, computed with the ωB97M-V functional and the def2-TZVPD basis.

Geometry as XYZ:
```
22
Properties=species:S:1:pos:R:3:forces:R:3
H 0.3984 -0.1098 1.8739 1.067 -1.563 1.055
H -0.3995 0.9434 3.9719 0.559 0.917 -0.499
C 1.5555 -1.1221 -0.2011 2.073 0.864 1.293
C 0.4345 -0.5973 -0.6259 -0.859 -0.770 -0.369
H -0.3739 -1.3436 -3.8376 -0.655 -0.771 -0.904
C 0.0435 0.7199 1.3764 -2.139 3.426 0.465
H -1.0801 2.5808 3.9647 0.519 -0.710 -1.593
N -0.4168 1.7300 2.0411 1.168 -2.757 -0.776
N -0.2029 0.6207 -0.0309 0.860 -2.044 -0.934
C 0.2501 0.4806 -3.1293 0.820 -0.099 3.248
H -0.8761 -2.6712 -0.6034 -0.059 -0.824 2.208
H -0.9068 2.4133 1.5650 -1.151 2.022 -1.968
N -0.8800 -2.3944 -1.5321 -0.145 -1.594 -1.448
H 0.2997 0.7886 -4.0937 -0.146 1.007 -3.243
C -0.3086 1.9285 3.4376 0.285 0.126 3.815
H 2.1627 -1.7914 -0.7925 -0.343 -0.610 0.034
C -0.2635 -1.3063 -1.7728 0.183 2.032 -1.443
H -1.1618 -3.1730 -2.1648 -0.020 1.280 -0.023
H 2.1258 -0.7421 0.7016 -0.811 -0.269 -1.196
N -0.8379 1.3341 -0.7535 -1.282 1.577 0.513
H 0.6535 2.4603 3.6610 -0.613 -0.748 -0.154
N -0.2158 -0.7489 -3.0555 0.688 -0.491 1.918
```
Forces are in eV/Å.

## Properties
- ΔE to the lowest compared entry with this formula, charge and spin (kJ/mol) = 758.42
- net charge = +2